# 1
{
  "formula": "C29H21N6O3Rb",
  "method": "the ωB97M-V functional and the def2-TZVPD basis",
  "symbols": ["Rb", "C", "O", "C", "C", "C", "C", "C", "C", "C", "N", "C", "C", "N", "C", "C", "C", "C", "N", "C", "C", "N", "C", "C", "C", "C", "H", "H", "H", "H", "H", "H", "H", "H", "H", "H", "H", "H", "H", "H", "O", "C", "C", "C", "C", "C", "C", "C", "N", "C", "C", "N", "H", "H", "H", "H", "H", "H", "H", "O"],
  "xyz": [[-0.447, 1.342, -3.633], [-2.241, -5.170, 8.896], [-2.061, -3.782, 8.646], [-1.894, -3.403, 7.343], [-1.869, -4.251, 6.237], [-1.690, -3.728, 4.947], [-1.534, -2.350, 4.741], [-1.561, -1.510, 5.863], [-1.739, -2.032, 7.148], [-1.348, -1.758, 3.411], [-1.218, -0.473, 3.144], [-1.071, -0.358, 1.775], [-1.108, -1.601, 1.181], [-1.281, -2.469, 2.237], [-0.983, -1.786, -0.207], [-1.042, -3.133, -0.653], [-0.933, -3.439, -1.994], [-0.768, -2.390, -2.853], [-0.710, -1.107, -2.443], [-0.811, -0.679, -1.085], [-0.766, 0.738, -0.437], [-0.609, 2.049, -0.994], [-0.592, 3.188, -0.270], [-0.726, 3.211, 1.089], [-0.883, 1.993, 1.718], [-0.902, 0.787, 0.975], [-2.367, -5.302, 9.975], [-1.359, -5.744, 8.592], [-3.146, -5.546, 8.407], [-1.985, -5.325, 6.341], [-1.680, -4.430, 4.119], [-1.444, -0.434, 5.741], [-1.757, -1.358, 8.002], [-1.350, -3.470, 2.165], [-1.174, -3.962, 0.036], [-0.975, -4.459, -2.354], [-0.673, -2.538, -3.924], [-0.465, 4.100, -0.845], [-0.709, 4.140, 1.645], [-0.992, 1.978, 2.802], [0.067, 3.728, -4.600], [1.146, 4.216, -5.089], [1.065, 5.571, -5.526], [2.110, 6.302, -6.088], [3.331, 5.695, -6.246], [3.484, 4.368, -5.840], [2.437, 3.579, -5.258], [2.824, 2.140, -4.883], [2.141, 1.134, -4.336], [2.962, 0.052, -4.213], [4.207, 0.350, -4.687], [4.110, 1.649, -5.101], [0.103, 6.077, -5.411], [1.947, 7.330, -6.389], [4.163, 6.237, -6.680], [4.475, 3.966, -5.999], [2.602, -0.874, -3.790], [5.120, -0.218, -4.766], [4.866, 2.171, -5.504], [-2.294, 0.989, -5.077]],
  "mulliken_charge": [1.035, -0.817, -0.470, 0.943, -0.489, -0.807, 0.416, -0.557, -0.448, 0.025, -0.770, 0.398, 0.232, -0.124, 1.063, -0.694, -0.663, -0.604, -0.427, -0.341, -0.582, -0.427, -0.395, -0.772, -0.483, 1.289, 0.238, 0.320, 0.324, 0.333, 0.241, 0.462, 0.385, 0.144, 0.104, 0.366, 0.437, 0.467, 0.340, 0.367, -0.796, 0.427, -0.472, -0.336, -0.650, -0.633, 0.325, 0.061, 0.075, -0.548, -0.593, 0.028, 0.341, 0.346, 0.327, 0.074, 0.435, 0.378, 0.162, -1.010],
  "multiplicity": 1,
  "total_charge": -2,
  "e_tot_ha": -1695.9252,
  "homo_energy_ev": [-1.12, 0.86],
  "lumo_ev": [3.13, 3.13],
  "e_above_lowest_kcal_mol": 60.0
}

# 2
{
  "formula": "C29H22BrN5O3SSr",
  "method": "the ωB97M-V functional and the def2-TZVPD basis",
  "symbols": ["Sr", "Br", "C", "C", "C", "C", "O", "C", "C", "N", "C", "C", "C", "C", "C", "C", "C", "C", "N", "C", "C", "H", "H", "H", "H", "H", "H", "H", "H", "H", "H", "C", "C", "O", "C", "C", "C", "N", "N", "C", "O", "C", "C", "C", "C", "C", "C", "H", "H", "H", "H", "H", "H", "H", "H", "H", "H", "H", "H", "S", "C", "N"],
  "xyz": [[0.056, -0.283, -0.025], [-1.325, 6.353, 3.731], [-0.858, 4.566, 3.231], [-0.483, 3.644, 4.197], [-0.144, 2.353, 3.825], [-0.169, 1.908, 2.476], [0.133, 0.709, 2.145], [-0.554, 2.906, 1.504], [-0.654, 2.535, 0.041], [-1.530, 1.456, -0.195], [-2.551, 1.485, -1.063], [-3.219, 2.615, -1.540], [-4.272, 2.513, -2.475], [-4.718, 1.319, -2.959], [-4.087, 0.125, -2.495], [-4.448, -1.154, -2.976], [-3.804, -2.269, -2.535], [-2.779, -2.116, -1.579], [-2.419, -0.957, -1.094], [-3.052, 0.175, -1.548], [-0.885, 4.192, 1.895], [-0.455, 3.935, 5.240], [0.148, 1.626, 4.574], [-0.837, 3.415, -0.583], [-2.922, 3.593, -1.183], [-4.744, 3.428, -2.820], [-5.511, 1.259, -3.693], [-5.233, -1.227, -3.721], [-4.048, -3.253, -2.913], [-2.232, -2.982, -1.216], [-1.178, 4.914, 1.138], [1.780, 4.135, -0.553], [1.899, 2.655, -0.381], [0.744, 1.965, -0.376], [3.083, 2.011, -0.312], [3.431, 0.558, -0.180], [4.901, 0.236, -0.173], [2.533, -0.346, -0.108], [3.003, -1.684, -0.063], [2.055, -2.574, 0.185], [0.832, -2.430, 0.495], [2.550, -4.007, 0.062], [3.873, -4.338, -0.223], [4.259, -5.668, -0.328], [3.327, -6.688, -0.154], [2.007, -6.363, 0.129], [1.626, -5.029, 0.238], [1.187, 4.367, -1.441], [2.769, 4.578, -0.668], [1.284, 4.590, 0.306], [3.941, 2.668, -0.398], [5.493, 1.149, -0.256], [5.147, -0.437, -0.997], [5.179, -0.295, 0.740], [4.580, -3.531, -0.365], [5.292, -5.909, -0.552], [3.628, -7.726, -0.242], [1.269, -7.146, 0.263], [0.605, -4.748, 0.460], [-0.290, 0.005, -5.227], [0.057, -0.301, -3.602], [0.297, -0.514, -2.481]],
  "nbo_charge": [1.797, -0.049, -0.190, -0.233, -0.315, 0.412, -0.828, -0.184, 0.253, -0.750, 0.218, -0.361, -0.169, -0.306, -0.084, -0.149, -0.273, 0.042, -0.460, 0.203, -0.172, 0.200, 0.204, 0.165, 0.194, 0.187, 0.188, 0.194, 0.201, 0.187, 0.196, -0.676, 0.417, -0.603, -0.364, 0.260, -0.672, -0.361, -0.510, 0.565, -0.828, -0.002, -0.200, -0.241, -0.240, -0.231, -0.219, 0.219, 0.209, 0.233, 0.185, 0.191, 0.232, 0.226, 0.233, 0.193, 0.191, 0.194, 0.238, -0.460, 0.170, -0.668],
  "multiplicity": 1,
  "total_charge": -2,
  "e_tot_ha": -4620.9127,
  "homo_energy_ev": -1.75,
  "lumo_ev": 4.01,
  "e_above_lowest_kcal_mol": 40.7
}

# 3
{
  "formula": "C29H22Cl3N4O2PdSTe",
  "method": "the ωB97M-V functional and the def2-TZVPD basis",
  "symbols": ["Pd", "C", "O", "C", "N", "C", "C", "C", "C", "C", "C", "C", "C", "C", "C", "C", "C", "N", "C", "N", "C", "C", "O", "C", "C", "C", "C", "C", "C", "H", "H", "H", "H", "H", "H", "H", "H", "H", "H", "H", "H", "H", "H", "H", "H", "H", "H", "H", "Te", "C", "C", "C", "C", "S", "H", "H", "H", "Cl", "C", "Cl", "Cl", "C", "N"],
  "xyz": [[-0.020, -0.294, 0.223], [-1.827, 2.148, -3.926], [-2.223, 0.765, -3.834], [-1.854, 0.367, -2.579], [-1.378, 1.223, -1.789], [-1.304, 2.492, -2.509], [0.100, 3.055, -2.519], [1.187, 2.293, -2.106], [2.465, 2.835, -2.144], [2.668, 4.129, -2.600], [1.583, 4.890, -3.018], [0.306, 4.355, -2.971], [-2.037, -1.074, -2.309], [-2.773, -1.853, -3.195], [-2.905, -3.205, -2.938], [-2.284, -3.734, -1.822], [-1.559, -2.881, -0.999], [-1.446, -1.566, -1.220], [-0.826, -3.414, 0.164], [0.010, -2.747, 0.824], [0.557, -3.605, 1.870], [-0.159, -4.960, 1.629], [-1.047, -4.714, 0.508], [0.338, -3.027, 3.248], [-0.754, -2.211, 3.523], [-0.938, -1.692, 4.796], [-0.036, -1.989, 5.808], [1.054, -2.803, 5.538], [1.243, -3.314, 4.262], [-2.696, 2.732, -4.225], [-1.048, 2.229, -4.685], [-1.963, 3.208, -2.009], [1.044, 1.292, -1.715], [3.296, 2.232, -1.799], [3.667, 4.548, -2.624], [1.732, 5.906, -3.366], [-0.545, 4.961, -3.268], [-3.222, -1.393, -4.063], [-3.473, -3.840, -3.606], [-2.334, -4.785, -1.581], [1.633, -3.683, 1.701], [-0.766, -5.279, 2.475], [0.528, -5.754, 1.341], [-1.440, -1.952, 2.725], [-1.775, -1.031, 4.990], [-0.168, -1.566, 6.796], [1.778, -3.016, 6.315], [2.122, -3.908, 4.038], [-0.608, 1.157, 2.080], [-0.461, 3.087, 1.258], [0.672, 3.756, 0.900], [0.411, 5.052, 0.380], [-0.918, 5.347, 0.345], [-1.852, 4.049, 0.962], [1.657, 3.324, 1.004], [1.180, 5.726, 0.029], [-1.386, 6.247, -0.022], [1.187, 1.603, 3.697], [3.646, -2.204, 0.857], [4.031, -3.829, 0.241], [5.055, -1.367, 1.478], [2.807, -1.480, 0.041], [2.069, -0.840, -0.604]],
  "nbo_charge": [0.201, -0.083, -0.509, 0.513, -0.416, -0.149, 0.060, -0.225, -0.191, -0.230, -0.226, -0.239, 0.135, -0.210, -0.183, -0.207, 0.140, -0.381, 0.501, -0.425, -0.147, -0.082, -0.510, -0.029, -0.215, -0.207, -0.216, -0.227, -0.147, 0.183, 0.191, 0.216, 0.262, 0.227, 0.206, 0.202, 0.198, 0.235, 0.214, 0.236, 0.258, 0.187, 0.191, 0.225, 0.212, 0.206, 0.205, 0.207, 0.672, -0.530, -0.273, -0.250, -0.456, 0.425, 0.245, 0.221, 0.225, -0.502, -0.477, -0.102, -0.057, 0.281, -0.577],
  "multiplicity": 1,
  "total_charge": -1,
  "e_tot_ha": -3662.4963,
  "homo_energy_ev": -3.38,
  "lumo_ev": 2.18,
  "e_above_lowest_kcal_mol": 4.5
}

# 4
{
  "formula": "C29H22ClIN8O2Tl",
  "method": "the ωB97M-V functional and the def2-TZVPD basis",
  "symbols": ["Tl", "Cl", "C", "C", "C", "I", "C", "O", "C", "N", "C", "C", "C", "C", "H", "H", "H", "H", "O", "C", "C", "C", "C", "C", "C", "C", "N", "C", "C", "N", "H", "H", "H", "H", "H", "H", "H", "C", "C", "N", "C", "C", "N", "C", "N", "N", "N", "C", "C", "C", "C", "C", "C", "H", "H", "H", "H", "H", "H", "H", "H", "H", "H", "H"],
  "xyz": [[-0.415, -0.512, -2.254], [3.448, -2.964, -8.220], [2.649, -1.951, -7.109], [1.896, -0.875, -7.572], [1.072, -0.103, -6.752], [-0.126, 1.306, -7.639], [1.094, -0.351, -5.323], [0.332, 0.317, -4.547], [2.000, -1.369, -4.815], [2.141, -1.549, -3.486], [2.871, -2.522, -2.985], [3.570, -3.406, -3.831], [3.471, -3.273, -5.197], [2.704, -2.209, -5.720], [2.043, -0.648, -8.629], [2.970, -2.517, -1.901], [4.219, -4.186, -3.434], [3.934, -3.988, -5.894], [-0.729, 1.752, -1.183], [-1.468, 2.391, -0.370], [-0.940, 3.435, 0.489], [-1.681, 4.048, 1.499], [-3.038, 3.698, 1.636], [-3.648, 2.759, 0.811], [-2.894, 2.042, -0.126], [-3.515, 0.953, -0.854], [-3.147, 0.489, -2.079], [-4.054, -0.492, -2.394], [-5.010, -0.596, -1.415], [-4.655, 0.307, -0.448], [0.107, 3.716, 0.345], [-1.236, 4.694, 2.266], [-3.641, 4.163, 2.402], [-4.733, 2.596, 0.886], [-3.957, -1.033, -3.323], [-5.849, -1.272, -1.356], [-5.104, 0.534, 0.442], [1.211, 0.536, 1.284], [-0.045, -0.215, 1.481], [-0.390, -1.326, 0.788], [-1.670, -1.630, 1.202], [-2.072, -0.751, 2.174], [-1.072, 0.235, 2.300], [-0.891, 0.984, 3.548], [-0.167, 0.222, 4.595], [-0.805, -0.961, 5.025], [0.045, -1.583, 5.797], [1.254, -0.939, 5.802], [2.533, -1.408, 6.215], [3.650, -0.606, 5.939], [3.460, 0.633, 5.244], [2.242, 1.066, 4.786], [1.118, 0.238, 5.054], [1.232, 0.869, 0.238], [2.045, -0.135, 1.465], [1.240, 1.385, 1.979], [-2.201, -2.460, 0.740], [-2.945, -0.783, 2.804], [-1.874, 1.206, 3.978], [-0.340, 1.913, 3.278], [2.631, -2.319, 6.803], [4.675, -0.858, 6.194], [4.327, 1.268, 5.119], [2.126, 2.034, 4.249]],
  "nbo_charge": [0.864, -0.027, -0.152, -0.199, -0.349, 0.138, 0.463, -0.788, 0.052, -0.410, 0.009, -0.258, -0.174, -0.083, 0.217, 0.191, 0.205, 0.224, -0.804, 0.425, -0.291, -0.233, -0.336, -0.181, -0.225, 0.359, -0.488, -0.094, -0.138, -0.526, 0.197, 0.198, 0.192, 0.185, 0.208, 0.208, 0.416, -0.666, 0.390, -0.479, -0.076, -0.104, -0.373, -0.036, -0.221, -0.011, -0.215, 0.036, -0.176, -0.238, -0.197, -0.229, 0.114, 0.272, 0.232, 0.204, 0.212, 0.215, 0.234, 0.237, 0.227, 0.218, 0.214, 0.226],
  "multiplicity": 1,
  "total_charge": -1,
  "e_tot_ha": -2637.2835,
  "homo_energy_ev": -4.11,
  "lumo_ev": 1.87,
  "e_above_lowest_kcal_mol": 2.2
}